Formula: C54H118F12N10O18S6
Source: the OMol25 dataset
Level of theory: wB97M-V/def2-TZVPD

Each line ends with the Mulliken charge.
Positions of all 218 atoms, in Å:
1 C 14.22 -25.39 13.14  -1.66
2 C 15.17 -24.77 14.20  1.65
3 C 15.24 -25.59 15.43  -0.93
4 N 16.07 -24.94 16.50  0.44
5 C 15.45 -23.68 17.10  -1.01
6 C 16.50 -25.90 17.59  -0.50
7 C 17.52 -26.81 16.91  -1.24
8 C 18.13 -25.91 15.79  0.11
9 C 17.39 -24.56 15.98  -0.49
10 H 13.21 -25.61 13.34  0.49
11 H 14.74 -26.27 12.72  0.36
12 H 14.17 -24.73 12.29  0.22
13 H 14.60 -23.88 14.42  0.15
14 H 16.06 -24.52 13.60  -0.78
15 H 15.77 -26.54 15.21  0.36
16 H 14.28 -25.77 15.91  0.37
17 H 15.67 -22.85 16.46  0.43
18 H 15.79 -23.65 18.14  0.33
19 H 14.39 -23.84 17.18  0.38
20 H 17.05 -25.34 18.37  0.43
21 H 15.65 -26.40 17.99  0.44
22 H 18.25 -27.17 17.59  0.35
23 H 17.13 -27.67 16.45  0.46
24 H 19.21 -25.80 15.81  0.77
25 H 17.82 -26.38 14.81  -0.29
26 H 17.92 -24.06 16.80  0.62
27 H 17.43 -23.76 15.12  -0.51
28 C 25.75 -27.75 12.78  -1.32
29 C 25.22 -26.50 12.13  0.12
30 C 26.22 -25.40 12.29  -0.94
31 N 25.75 -23.98 11.83  0.74
32 C 25.34 -23.99 10.38  -0.95
33 C 26.91 -22.98 12.00  -0.41
34 C 26.76 -22.50 13.47  -0.92
35 C 25.32 -22.85 13.90  -0.71
36 C 24.63 -23.28 12.62  -0.28
37 H 25.82 -27.54 13.90  0.32
38 H 26.77 -28.12 12.44  0.31
39 H 24.97 -28.52 12.61  0.39
40 H 24.34 -26.19 12.71  0.13
41 H 25.00 -26.56 11.07  0.33
42 H 27.07 -25.53 11.63  0.47
43 H 26.57 -25.31 13.35  0.39
44 H 26.22 -24.11 9.71  0.33
45 H 24.92 -22.95 10.20  -0.01
46 H 24.62 -24.72 10.15  0.42
47 H 26.73 -22.18 11.35  0.21
48 H 27.93 -23.42 11.81  0.45
49 H 26.85 -21.44 13.44  0.49
50 H 27.47 -23.04 14.07  0.31
51 H 24.92 -21.87 14.25  0.32
52 H 25.35 -23.55 14.69  0.54
53 H 24.27 -22.42 12.06  -0.30
54 H 23.88 -24.02 12.81  0.47
55 C 25.72 -18.45 4.09  -1.12
56 C 24.50 -17.70 3.53  0.60
57 C 23.69 -18.35 2.40  -0.92
58 N 22.52 -17.44 1.98  0.28
59 C 21.48 -17.45 3.16  -1.08
60 C 21.91 -18.04 0.72  -0.66
61 C 21.03 -16.97 0.17  -0.85
62 C 21.72 -15.66 0.59  -0.64
63 C 22.92 -16.10 1.52  0.14
64 H 25.39 -19.10 4.90  0.03
65 H 26.43 -17.79 4.61  0.31
66 H 26.25 -18.98 3.32  0.45
67 H 24.68 -16.70 3.19  -0.12
68 H 23.92 -17.53 4.42  0.13
69 H 23.21 -19.29 2.69  0.42
70 H 24.40 -18.45 1.59  0.37
71 H 20.71 -16.78 2.82  0.55
72 H 21.81 -16.73 3.93  0.26
73 H 21.31 -18.49 3.48  0.35
74 H 21.49 -18.98 0.92  0.56
75 H 22.72 -18.27 0.04  0.47
76 H 20.06 -17.02 0.63  0.35
77 H 20.92 -17.06 -0.93  0.33
78 H 21.01 -15.03 1.15  0.12
79 H 22.02 -15.09 -0.24  0.64
80 H 23.14 -15.35 2.30  -0.51
81 H 23.84 -16.19 0.96  0.59
82 C 15.41 -22.47 9.62  -0.90
83 C 16.20 -22.93 8.41  -0.25
84 C 16.73 -24.31 8.48  -0.93
85 N 17.65 -24.67 9.61  0.83
86 C 18.80 -23.72 9.84  -1.06
87 C 17.00 -24.94 10.90  -0.52
88 C 17.92 -25.86 11.73  0.45
89 C 18.75 -26.60 10.67  -0.99
90 C 18.28 -26.06 9.31  -0.55
91 H 14.62 -21.80 9.33  0.52
92 H 16.04 -21.93 10.32  0.05
93 H 14.86 -23.25 10.15  0.15
94 H 17.08 -22.23 8.22  0.17
95 H 15.57 -22.91 7.43  0.45
96 H 17.38 -24.47 7.60  0.38
97 H 15.91 -25.03 8.48  0.52
98 H 19.34 -24.00 10.72  0.51
99 H 18.45 -22.69 9.99  -0.16
100 H 19.34 -23.59 8.93  0.30
101 H 16.82 -23.98 11.40  -0.35
102 H 16.07 -25.35 10.66  0.59
103 H 18.54 -25.28 12.45  -0.24
104 H 17.33 -26.51 12.44  0.57
105 H 19.81 -26.20 10.75  0.10
106 H 18.80 -27.67 10.68  0.46
107 H 19.01 -25.91 8.51  0.29
108 H 17.50 -26.64 8.89  0.60
109 C 28.05 -14.59 3.57  -1.62
110 C 26.90 -13.63 3.96  0.98
111 C 27.27 -12.24 3.57  -0.94
112 N 26.42 -11.16 4.22  0.18
113 C 26.46 -11.12 5.73  -0.76
114 C 24.92 -11.37 3.87  0.02
115 C 24.27 -10.01 4.01  -0.72
116 C 25.45 -8.96 3.83  -0.74
117 C 26.66 -9.79 3.52  -0.55
118 H 28.90 -14.43 4.15  0.49
119 H 28.28 -14.40 2.54  0.41
120 H 27.74 -15.58 3.56  0.30
121 H 26.70 -13.61 5.08  -0.22
122 H 25.99 -13.90 3.45  -0.07
123 H 27.33 -12.12 2.45  0.35
124 H 28.22 -11.93 4.01  0.36
125 H 25.79 -10.30 6.08  0.43
126 H 27.45 -10.71 6.06  0.36
127 H 26.16 -12.11 6.22  0.21
128 H 24.50 -12.19 4.50  0.04
129 H 24.85 -11.79 2.83  0.16
130 H 23.78 -9.79 4.99  0.33
131 H 23.58 -9.94 3.20  0.46
132 H 25.65 -8.45 4.81  0.27
133 H 25.29 -8.18 3.11  0.42
134 H 27.63 -9.29 3.83  0.38
135 H 26.76 -9.99 2.50  0.45
136 C 23.72 -21.56 7.08  -1.19
137 C 22.87 -21.18 8.28  0.29
138 O 23.42 -21.10 9.40  -0.53
139 N 21.51 -21.02 8.14  0.18
140 H 21.16 -21.34 7.31  0.39
141 H 24.63 -20.57 10.58  0.22
142 C 20.67 -21.10 9.27  -1.20
143 H 23.17 -21.70 6.19  0.47
144 H 24.16 -22.53 7.27  0.16
145 H 24.51 -20.82 6.89  0.21
146 H 19.64 -21.19 8.93  0.47
147 H 20.69 -20.18 9.89  0.29
148 H 20.82 -21.92 9.96  0.18
149 C 22.38 -17.67 16.81  -0.94
150 C 20.90 -17.54 17.00  0.81
151 O 20.30 -16.74 17.62  -0.44
152 N 20.12 -18.54 16.09  0.41
153 H 20.82 -18.97 15.49  -0.09
154 H 19.76 -19.27 16.73  0.31
155 C 19.07 -17.95 15.27  -0.69
156 H 22.80 -18.69 16.65  0.29
157 H 22.76 -17.15 17.74  0.39
158 H 22.69 -17.02 16.01  0.27
159 H 19.39 -17.69 14.28  0.34
160 H 18.51 -17.11 15.91  0.32
161 H 18.41 -18.76 15.17  0.14
162 C 25.71 -19.02 11.41  -0.33
163 O 24.86 -18.34 12.33  -0.41
164 O 25.37 -20.41 11.26  -0.08
165 C 25.64 -18.15 10.12  1.06
166 F 24.98 -18.80 9.17  -0.14
167 F 25.09 -16.98 10.33  -0.28
168 F 26.87 -17.85 9.58  -0.35
169 C 23.49 -18.59 12.18  0.53
170 C 22.99 -17.91 13.40  -1.35
171 H 22.95 -16.84 13.34  0.49
172 H 21.95 -18.23 13.54  0.26
173 H 23.51 -18.21 14.30  0.30
174 H 23.30 -19.69 12.23  -0.19
175 H 23.03 -18.19 11.27  0.28
176 H 26.80 -19.02 11.85  0.23
177 C 22.45 -13.50 4.62  0.01
178 O 22.16 -14.67 5.53  -0.41
179 O 23.43 -13.79 3.82  -0.91
180 C 21.16 -13.34 3.83  0.44
181 F 21.34 -12.54 2.78  -0.29
182 F 20.76 -14.58 3.34  -0.18
183 F 20.12 -12.84 4.52  -0.32
184 C 22.67 -14.58 6.80  -0.51
185 C 24.14 -15.13 7.00  -0.05
186 H 24.12 -16.25 6.84  -0.05
187 H 24.87 -14.63 6.38  -0.47
188 H 24.43 -14.99 8.03  0.52
189 H 22.00 -15.14 7.43  0.42
190 H 22.71 -13.54 7.02  0.36
191 H 22.55 -12.69 5.38  0.45
192 N 20.50 -22.40 15.81  -0.22
193 S 21.06 -21.76 17.09  1.02
194 O 20.05 -20.92 17.70  -0.82
195 O 22.36 -21.16 16.91  -0.62
196 F 21.22 -22.92 18.10  -0.23
197 S 21.14 -23.20 14.62  0.95
198 O 21.80 -22.30 13.73  -0.07
199 O 20.31 -24.32 14.20  -0.61
200 F 22.26 -24.08 15.46  -0.38
201 N 16.47 -20.11 12.77  -0.65
202 S 17.53 -21.28 12.76  0.70
203 O 18.47 -21.30 11.73  -0.42
204 O 16.92 -22.56 13.05  -0.19
205 F 18.62 -20.99 14.00  0.02
206 S 15.51 -20.04 14.07  0.98
207 O 14.77 -18.88 14.05  -0.61
208 O 16.08 -20.42 15.34  -0.58
209 F 14.45 -21.16 13.73  -0.23
210 N 22.30 -24.30 7.01  -0.26
211 S 20.92 -24.13 6.14  0.83
212 O 20.62 -22.74 5.98  -0.68
213 O 19.86 -24.88 6.74  -0.57
214 F 21.14 -24.71 4.78  -0.17
215 S 22.59 -25.49 7.96  1.08
216 O 23.95 -25.44 8.30  -0.56
217 O 21.73 -26.65 7.76  -0.62
218 F 21.78 -24.96 9.31  -0.10

Computed properties:
Total charge ... +2
Relative energy (zero: lowest compared OMol25 entry of this formula, charge and spin) ... 0.00 kJ/mol
LUMO energy ... -2.729 eV